DFT (the ωB97M-V functional and the def2-TZVPD basis) results for a 4-piece molecular cluster, C3H12O4 overall at a distorted geometry.

Each line ends with the Löwdin charge.
Positions of all 19 atoms, in Å:
C (1.749, -3.727, 0.891)  -0.11
C (1.663, -2.474, 0.061)  -0.14
C (1.885, -1.292, 0.608)  -0.18
O (1.813, -0.115, -0.146)  -0.07
H (2.717, -4.226, 0.825)  0.07
H (1.381, -3.574, 1.894)  0.07
H (0.985, -4.443, 0.530)  0.08
H (1.015, -2.482, -0.809)  0.11
H (2.351, -1.101, 1.560)  0.12
H (2.439, -0.090, -0.882)  0.11
O (-3.390, 0.003, 0.240)  -0.06
H (-3.195, -0.175, 1.164)  0.03
H (-3.521, 0.947, 0.141)  0.02
O (-2.388, 4.476, -0.297)  -0.05
H (-2.416, 3.535, -0.390)  0.00
H (-1.568, 4.662, -0.760)  0.03
O (-0.090, 1.775, -1.119)  -0.07
H (0.425, 1.191, -0.535)  0.00
H (-0.030, 1.278, -1.933)  0.03

For the orbital gap, the calculation gives 10.3 eV. The structure (SMILES) is C/C=C/O.O.O.O. As for the lowest unoccupied orbital energy: 0.518 eV. Its spin multiplicity is 1. The HOMO energy comes out at -9.789 eV.

DFT (the ωB97M-V functional and the def2-TZVPD basis) results for a 4-piece molecular cluster, C3H12O4 overall at a distorted geometry.

Each line ends with the Löwdin charge.
Positions of all 19 atoms, in Å:
C (0.013, -1.525, 3.070)  -0.12
C (-0.127, -0.485, 2.024)  -0.17
C (-0.219, -0.665, 0.712)  -0.23
O (-0.712, 0.228, -0.193)  -0.02
H (-0.891, -1.613, 3.698)  0.08
H (0.173, -2.484, 2.565)  0.07
H (0.823, -1.401, 3.798)  0.07
H (-0.265, 0.520, 2.436)  0.11
H (0.179, -1.502, 0.144)  0.12
H (-1.124, -0.137, -0.973)  0.07
O (-2.744, 1.120, -2.191)  -0.05
H (-1.794, 1.301, -2.245)  0.02
H (-2.769, 0.441, -2.884)  0.05
O (2.370, -0.235, -0.020)  -0.04
H (3.314, -0.274, -0.168)  0.05
H (2.182, -0.015, 0.897)  0.04
O (1.001, 1.244, -2.348)  -0.07
H (0.965, 0.623, -1.609)  -0.02
H (1.935, 1.489, -2.297)  0.04

For the orbital gap, the calculation gives 9.3 eV. The structure (SMILES) is C/C=C/O.O.O.O. As for the lowest unoccupied orbital energy: 0.486 eV. Its spin multiplicity is 1. The HOMO energy comes out at -8.800 eV.

DFT (the ωB97M-V functional and the def2-TZVPD basis) results for a 4-piece molecular cluster, C3H12O4 overall at a distorted geometry.

Each line ends with the Löwdin charge.
Positions of all 19 atoms, in Å:
C (0.768, -0.625, 2.467)  -0.21
O (-0.526, -1.186, 2.297)  -0.01
C (1.743, -0.605, 1.337)  0.10
C (2.783, -1.497, 1.031)  0.30
H (0.612, 0.389, 2.860)  0.16
H (1.376, -1.097, 3.283)  0.15
H (-0.546, -1.942, 2.901)  0.13
H (1.427, 0.108, 0.505)  0.17
H (3.353, -1.641, 0.115)  0.12
H (3.063, -2.286, 1.758)  0.13
H (-1.660, 2.326, -1.786)  0.01
H (-2.895, 3.201, -1.658)  0.04
O (-2.449, 2.600, -2.264)  -0.06
H (-0.359, 0.822, -2.735)  0.01
H (-0.123, 1.543, -4.068)  0.05
O (0.258, 1.414, -3.192)  -0.07
H (-2.128, -1.097, -0.824)  0.06
H (-1.163, -1.063, 0.398)  -0.01
O (-1.312, -0.709, -0.491)  -0.06

The net charge is +1. For the orbital gap (spin up / spin down), the calculation gives 7.0 / 3.5 eV. The expectation value of S² is 0.753. As for the lowest unoccupied orbital energy (spin up / spin down): -6.358 / -9.955 eV. Its spin multiplicity is 2. The HOMO energy (spin up / spin down) comes out at -13.407 / -13.407 eV.

DFT (the ωB97M-V functional and the def2-TZVPD basis) results for a 4-piece molecular cluster, C3H12O4S overall at a distorted geometry.

Each line ends with the Löwdin charge.
Positions of all 20 atoms, in Å:
O (1.903, -0.647, -0.930)  0.10
C (0.993, -1.088, -0.259)  -0.23
C (-0.254, -0.495, 0.245)  -0.23
C (-1.154, -1.533, 0.891)  -0.47
S (-2.460, -0.753, 1.788)  1.18
H (1.173, -2.107, -0.016)  0.12
H (-0.655, -0.087, -0.662)  0.10
H (0.019, 0.308, 0.967)  0.10
H (-1.669, -2.135, 0.040)  0.15
H (-0.669, -2.308, 1.533)  0.13
H (-2.008, 0.480, 2.111)  -0.02
H (3.153, 1.343, 0.070)  0.09
H (2.463, 1.398, -1.433)  0.01
O (3.106, 1.829, -0.866)  -0.09
H (-2.841, 0.476, -2.190)  0.05
H (-2.223, -0.793, -1.939)  -0.08
O (-2.058, -0.030, -2.276)  0.07
H (1.816, 1.738, 1.020)  0.01
H (0.414, 2.385, 0.638)  0.01
O (0.949, 2.020, 1.270)  0.00

The net charge is +1. For the orbital gap (spin up / spin down), the calculation gives 9.8 / 4.3 eV. The expectation value of S² is 0.753. As for the lowest unoccupied orbital energy (spin up / spin down): -4.067 / -9.607 eV. Its spin multiplicity is 2. The HOMO energy (spin up / spin down) comes out at -13.896 / -13.893 eV.